# 1
The following is a DFT calculation (ωB97M-V with the def2-TZVPD basis set) of a molecular structure, C32H41GeN4O4PS3Tc.

Last column: Mulliken charge in e.
Atoms and positions in Å:
1 Tc 0.61718 0.39261 -1.31823  -0.598
2 C -0.23925 -5.21196 -1.04369  -0.586
3 C -0.23415 -4.16887 -0.12876  -0.850
4 C 0.18803 -2.90124 -0.50437  1.150
5 C 0.60503 -2.66261 -1.80663  -0.524
6 C 0.61579 -3.71120 -2.72134  -0.455
7 C 0.19186 -4.97407 -2.34298  -0.633
8 N 1.08024 -1.35104 -2.20424  1.230
9 N 2.03655 -1.43950 -3.06349  -0.951
10 C 2.72090 -0.24788 -3.16410  0.197
11 C 3.82481 -0.14937 -4.02380  -0.452
12 C 4.60015 0.98790 -3.99602  -0.582
13 C 4.28352 2.03225 -3.11181  -0.659
14 C 3.17575 1.94302 -2.28960  0.031
15 C 2.36367 0.80267 -2.30430  0.651
16 H -0.56731 -6.20066 -0.74560  0.395
17 H -0.56712 -4.33219 0.88826  0.354
18 H 0.22118 -2.11201 0.23607  -0.036
19 H 0.95825 -3.51690 -3.72748  0.464
20 H 0.19777 -5.77829 -3.06870  0.345
21 H 4.05774 -0.97811 -4.68524  0.450
22 H 5.46478 1.07203 -4.64486  0.348
23 H 4.91659 2.91221 -3.07169  0.398
24 H 2.93779 2.76792 -1.62396  0.286
25 C 2.01942 -2.80018 6.52606  -1.507
26 C 2.26277 -2.22024 5.15441  1.016
27 C 3.29509 -1.31219 4.93971  -0.778
28 C 3.54241 -0.79853 3.67297  -0.495
29 C 2.74729 -1.20233 2.61066  -0.310
30 C 1.71326 -2.11190 2.80167  -0.192
31 C 1.47672 -2.61005 4.07053  -1.000
32 S 3.05074 -0.56908 0.98308  1.645
33 O 3.19256 -1.70035 0.11445  -0.792
34 O 4.12369 0.38463 1.11766  -0.783
35 N 1.65743 0.14281 0.60468  0.816
36 C 1.38084 1.43619 1.00369  0.044
37 C 1.77045 2.11764 2.16596  -0.944
38 C 1.32070 3.40238 2.34593  -0.600
39 C 0.49866 4.00728 1.38986  -0.859
40 C 0.16867 3.28572 0.27094  -0.365
41 N 0.60761 2.03636 0.07678  1.066
42 H 2.32583 -2.10494 7.30973  0.367
43 H 2.59071 -3.72338 6.66004  0.289
44 H 0.96471 -3.04043 6.67172  0.359
45 H 3.91248 -0.99788 5.77588  0.349
46 H 4.34448 -0.09251 3.49109  0.542
47 H 1.10395 -2.41798 1.95675  0.252
48 H 0.66134 -3.30981 4.22632  0.354
49 H 2.39235 1.62092 2.89467  0.398
50 H 1.60497 3.94944 3.23750  0.420
51 H 0.12920 5.01552 1.51545  0.444
52 H -0.45133 3.69540 -0.51198  -0.016
53 C -3.13765 -3.53323 2.71403  -0.766
54 C -3.70814 -2.20046 2.28779  -0.403
55 O -3.08501 -1.81205 1.05361  -0.350
56 P -2.40825 -0.36288 0.92743  0.777
57 S -1.84832 -0.25912 -0.99301  -0.531
58 S -1.14978 -0.01124 2.37410  -0.383
59 O -3.74023 0.54633 1.09053  -0.505
60 C -3.60764 1.96093 0.92716  0.471
61 C -4.97139 2.58709 1.09900  -1.590
62 H -3.56817 -3.83456 3.67365  0.424
63 H -2.05396 -3.44815 2.82634  -0.111
64 H -3.35498 -4.30589 1.97178  0.264
65 H -3.53000 -1.44930 3.05795  0.404
66 H -4.78153 -2.26375 2.10704  0.301
67 H -3.21178 2.16163 -0.06910  -0.193
68 H -2.89872 2.34562 1.66375  0.327
69 H -5.67493 2.16291 0.37906  0.371
70 H -4.90810 3.66568 0.93234  0.396
71 H -5.35334 2.40715 2.10567  0.359
72 C -1.48680 3.28465 -5.15613  -1.419
73 Ge -1.76806 2.44064 -3.38891  0.742
74 C -3.42919 1.42231 -3.59032  -1.065
75 C -2.16076 4.04272 -2.30622  -1.451
76 C -0.14487 1.39110 -3.10529  -0.909
77 H -2.37792 3.83400 -5.47599  0.364
78 H -1.24791 2.53593 -5.91802  0.374
79 H -0.64926 3.98734 -5.10122  0.397
80 H -4.19684 2.05030 -4.05518  0.411
81 H -3.79818 1.04021 -2.63676  0.308
82 H -3.23665 0.56400 -4.24228  0.329
83 H -3.01272 4.53403 -2.78765  0.431
84 H -1.30962 4.73035 -2.34220  0.397
85 H -2.42398 3.85524 -1.26322  0.260
86 H 0.63201 2.05514 -3.49082  0.513
87 H -0.25411 0.61809 -3.87857  0.368

## Properties
Net charge: -1
Frontier orbital gap (spin up / spin down): 7.678 / 6.497 eV
LUMO energy (spin up / spin down): 2.5 / 2.2 eV
Maximum force: 0.014 Eh/bohr
E: -5457.7596 Ha
Multiplicity: 3
⟨S²⟩: 2.19

# 2
The following is a DFT calculation (ωB97M-V with the def2-TZVPD basis set) of a molecular structure, C32H41IrN2PS2 at a distorted geometry.

Last column: Mulliken charge in e.
Atoms and positions in Å:
1 Ir 0.31048 1.69819 0.10122  1.154
2 S 4.24513 4.05851 -0.49442  -0.191
3 C 4.79075 2.47507 -0.05619  0.584
4 C 6.08826 2.00776 0.08310  -0.742
5 C 6.26119 0.67663 0.41194  -0.518
6 C 5.16101 -0.18657 0.61567  -0.757
7 C 3.87628 0.26617 0.49125  0.109
8 C 3.67690 1.61092 0.13726  -0.555
9 N 2.48258 2.21224 -0.07141  0.143
10 C 2.61432 3.49581 -0.41860  0.414
11 C 1.46891 4.26296 -0.77584  0.660
12 C 1.49407 5.67112 -0.86603  -0.821
13 C 0.36821 6.33045 -1.27904  -0.869
14 C -0.77884 5.60444 -1.65942  -0.618
15 C -0.81952 4.21408 -1.56451  -0.287
16 C 0.26910 3.53272 -1.06687  0.577
17 H 6.93710 2.66183 -0.06225  0.457
18 H 7.26424 0.28652 0.51931  0.435
19 H 5.34595 -1.22055 0.87381  0.508
20 H 3.01482 -0.36977 0.64949  0.438
21 H 2.39533 6.21508 -0.60890  0.449
22 H 0.35681 7.41090 -1.32498  0.451
23 H -1.65548 6.13396 -2.01073  0.453
24 H -1.72581 3.69110 -1.84173  0.399
25 S -0.19779 3.15318 2.12147  -0.263
26 C -1.65036 2.87122 1.35444  0.404
27 N -2.65647 2.67137 0.80339  -0.366
28 C 1.79044 -4.16812 -0.59478  -0.862
29 C 1.37820 -3.34884 -1.83088  -1.019
30 C 0.90341 -1.93573 -1.46070  -0.607
31 C 0.11101 -1.99679 -0.15117  1.294
32 C 1.05079 -2.36257 1.01702  -1.412
33 C 2.21766 -3.25170 0.54642  -0.588
34 P -0.82012 -0.43684 0.19564  -2.353
35 C -1.65598 -0.62366 1.84731  0.740
36 C -2.49646 -1.90322 2.01205  -0.717
37 C -2.79660 -2.16339 3.50282  -0.861
38 C -2.89127 -0.86392 4.29566  -0.675
39 C -1.53996 -0.12926 4.30031  -0.861
40 C -0.71563 -0.47800 3.05520  -0.784
41 C -2.23420 -0.31623 -0.99983  0.689
42 C -2.95680 -1.64106 -1.32986  -1.037
43 C -2.63409 -2.14038 -2.73756  -0.395
44 C -3.05201 -1.12336 -3.81125  -0.915
45 C -2.92845 0.32381 -3.31291  -1.013
46 C -1.81449 0.43700 -2.27767  0.882
47 H 2.60943 -4.83879 -0.85299  0.494
48 H 0.97034 -4.80806 -0.25979  0.350
49 H 0.58712 -3.87286 -2.37015  0.245
50 H 2.21729 -3.26220 -2.52333  0.514
51 H 0.30676 -1.53664 -2.28079  -0.028
52 H 1.75914 -1.26459 -1.33292  0.311
53 H -0.66204 -2.76224 -0.25890  1.008
54 H 0.48874 -2.89094 1.78732  0.282
55 H 1.45664 -1.45623 1.47913  0.558
56 H 2.58270 -3.83714 1.38980  0.549
57 H 3.05108 -2.62918 0.20455  -0.013
58 H -2.34088 0.22995 1.85182  0.613
59 H -1.98594 -2.77646 1.59946  0.107
60 H -3.43853 -1.78656 1.47547  0.366
61 H -2.01390 -2.78897 3.93998  0.323
62 H -3.72572 -2.72704 3.57953  0.495
63 H -3.20249 -1.07582 5.31791  0.454
64 H -3.67444 -0.23253 3.86563  0.303
65 H -0.96754 -0.40839 5.18664  0.470
66 H -1.70135 0.95029 4.36162  0.198
67 H -0.19289 -1.41995 3.22165  0.361
68 H 0.04523 0.28195 2.88984  0.193
69 H -2.92473 0.34059 -0.46047  0.632
70 H -4.03253 -1.46763 -1.25884  0.587
71 H -2.72260 -2.41856 -0.60325  0.393
72 H -3.14678 -3.08739 -2.90513  0.586
73 H -1.56319 -2.35257 -2.81432  -0.266
74 H -4.07892 -1.30960 -4.12743  0.328
75 H -2.43186 -1.26819 -4.69770  0.358
76 H -3.86556 0.64989 -2.85247  0.385
77 H -2.74499 0.99592 -4.15158  0.442
78 H -1.61838 1.48708 -2.02674  -0.919
79 H -0.89176 0.02978 -2.70080  0.162

## Properties
Net charge: +2
Frontier orbital gap (spin up / spin down): 7.545 / 4.833 eV
LUMO energy (spin up / spin down): -7.0 / -10.1 eV
Maximum force: 0.027 Eh/bohr
E: -2594.8715 Ha
Multiplicity: 6
⟨S²⟩: 8.82